[1]
{"formula": "C5H5NO2", "method": "wB97M-V/def2-TZVPD", "species": ["C", "C", "C", "C", "C", "H", "H", "H", "H", "H", "N", "O", "O"], "coordinates": [[-1.6959, -0.1800, 0.9358], [-0.2016, 1.2071, -0.3510], [0.9348, 0.1464, -0.3726], [0.7227, -0.9245, -1.0324], [2.0319, 0.4678, 0.2947], [-2.8324, -0.0368, 1.3230], [-0.5936, -0.2950, 1.6724], [-1.5536, -0.9731, 0.1956], [1.4684, -2.0996, -1.1459], [-0.0518, -1.1749, -1.6430], [3.1696, 0.7474, 0.7846], [-1.4019, 0.7966, -0.0466], [0.0033, 2.3186, -0.6145]], "homo_lumo_gap_ev": 9.966, "lumo_ev": -0.6233, "e_homo_ev": -10.59, "total_charge": 0, "relative_energy_ev": 5.8305}

[2]
{"formula": "C5H5NO2", "method": "wB97M-V/def2-TZVPD", "species": ["C", "C", "C", "C", "C", "H", "H", "H", "H", "H", "N", "O", "O"], "coordinates": [[-0.3885, 0.5493, 0.9398], [-0.3514, -1.2383, 0.0491], [-0.3107, -0.7104, -1.4159], [0.6562, 0.1415, -1.6376], [0.7437, -0.3494, 0.5402], [-2.0624, 0.2638, -0.1409], [-0.3216, -2.2683, 0.1825], [-1.2725, -1.0153, -1.9903], [0.7765, 1.1245, -2.4955], [1.6111, -0.4714, 1.2823], [-1.3123, -0.5120, 1.0288], [-0.4896, 1.6672, 1.0877], [1.5346, 0.2821, -0.4494]], "homo_lumo_gap_ev": 9.075, "lumo_ev": -0.4660, "e_homo_ev": -9.54, "total_charge": 0, "relative_energy_ev": 6.7527}

[3]
{"formula": "C5H5NO2", "method": "wB97M-V/def2-TZVPD", "species": ["C", "C", "C", "C", "C", "H", "H", "H", "H", "H", "N", "O", "O"], "coordinates": [[-1.9629, -1.0021, -0.0835], [-0.6099, -0.4482, 0.1467], [1.8093, -0.4014, 0.1579], [1.5896, 0.8831, -0.1241], [0.4068, 1.5322, 0.0343], [-1.9196, -2.1301, -0.6967], [-2.8079, -0.3628, -0.5895], [-2.0770, -1.0468, 1.1922], [2.6434, 1.4164, -0.1306], [0.2002, 2.6362, -0.2305], [0.6100, -1.0393, 0.0727], [2.8827, -1.0335, 0.0429], [-0.7646, 0.9961, 0.2082]], "homo_lumo_gap_ev": 9.784, "smiles": "Cc1nc(=O)cco1", "lumo_ev": 0.0551, "e_homo_ev": -9.73, "total_charge": 0, "relative_energy_ev": 4.1983}

[4]
{"formula": "C5H5NO2", "method": "wB97M-V/def2-TZVPD", "species": ["C", "C", "C", "C", "C", "H", "H", "H", "H", "H", "N", "O", "O"], "coordinates": [[-1.2725, 0.9982, -0.0260], [-1.8704, -0.2499, -0.0718], [-0.7310, -1.1616, 0.0387], [0.3942, -0.4398, 0.0419], [1.8046, -0.8383, 0.0403], [1.7284, 1.6208, -0.1329], [-1.6994, 1.9928, -0.0046], [-2.8798, -0.5174, -0.0411], [-0.9643, -2.2680, 0.0594], [1.9232, -1.9346, 0.1642], [0.0511, 0.8402, -0.0628], [0.8474, 1.9689, 0.1012], [2.6684, -0.0115, -0.1065]], "homo_lumo_gap_ev": 9.481, "smiles": "O=Cc1cccn1O", "lumo_ev": 0.3735, "e_homo_ev": -9.11, "total_charge": 0, "relative_energy_ev": 2.6659}

[5]
{"formula": "C5H5NO2", "method": "wB97M-V/def2-TZVPD", "species": ["C", "C", "C", "C", "C", "H", "H", "H", "H", "H", "N", "O", "O"], "coordinates": [[1.9802, -0.9573, 0.2722], [0.0342, 0.2282, -0.4534], [-0.6752, 0.9923, -1.2799], [-2.1435, 0.6455, 0.2732], [-0.8847, -0.0152, 0.6760], [2.9065, -1.1952, -0.1693], [2.1608, -0.3732, 1.2468], [1.3599, -1.8247, 0.5212], [-0.4012, 1.1957, -2.2756], [-2.9810, 0.6844, 0.9177], [-1.9757, 1.2877, -0.8112], [1.3357, -0.1394, -0.6803], [-0.7161, -0.5288, 1.7627]], "homo_lumo_gap_ev": 7.695, "smiles": "COC1=CN=CC1=O", "lumo_ev": -1.3233, "e_homo_ev": -9.02, "total_charge": 0, "relative_energy_ev": 2.8324}

[6]
{"formula": "C5H5NO2", "method": "wB97M-V/def2-TZVPD", "species": ["C", "C", "C", "C", "C", "H", "H", "H", "H", "H", "N", "O", "O"], "coordinates": [[2.0602, 0.3735, -0.0211], [-0.0279, -0.9349, 0.2736], [-1.3329, -1.1313, -0.1271], [-1.7015, 0.9271, -0.2196], [-0.2872, 1.3155, -0.0095], [2.2050, 1.5258, 0.1587], [0.5578, -1.8973, 0.3425], [-2.0008, -2.1342, -0.0892], [-2.4428, 1.7848, 0.0434], [0.1386, 2.2950, -0.0479], [0.7360, 0.2096, 0.5060], [2.8300, -0.4952, -0.3373], [-2.3142, -0.2975, -0.0786]], "homo_lumo_gap_ev": 8.642, "smiles": "O=CN1C=COC=C1", "lumo_ev": 0.4592, "e_homo_ev": -8.18, "total_charge": 0, "relative_energy_ev": 5.0328}

What did the sixth record say?
{"formula": "C5H5NO2", "method": "wB97M-V/def2-TZVPD", "species": ["C", "C", "C", "C", "C", "H", "H", "H", "H", "H", "N", "O", "O"], "coordinates": [[2.0602, 0.3735, -0.0211], [-0.0279, -0.9349, 0.2736], [-1.3329, -1.1313, -0.1271], [-1.7015, 0.9271, -0.2196], [-0.2872, 1.3155, -0.0095], [2.2050, 1.5258, 0.1587], [0.5578, -1.8973, 0.3425], [-2.0008, -2.1342, -0.0892], [-2.4428, 1.7848, 0.0434], [0.1386, 2.2950, -0.0479], [0.7360, 0.2096, 0.5060], [2.8300, -0.4952, -0.3373], [-2.3142, -0.2975, -0.0786]], "homo_lumo_gap_ev": 8.642, "smiles": "O=CN1C=COC=C1", "lumo_ev": 0.4592, "e_homo_ev": -8.18, "total_charge": 0, "relative_energy_ev": 5.0328}

What did the first record say?
{"formula": "C5H5NO2", "method": "wB97M-V/def2-TZVPD", "species": ["C", "C", "C", "C", "C", "H", "H", "H", "H", "H", "N", "O", "O"], "coordinates": [[-1.6959, -0.1800, 0.9358], [-0.2016, 1.2071, -0.3510], [0.9348, 0.1464, -0.3726], [0.7227, -0.9245, -1.0324], [2.0319, 0.4678, 0.2947], [-2.8324, -0.0368, 1.3230], [-0.5936, -0.2950, 1.6724], [-1.5536, -0.9731, 0.1956], [1.4684, -2.0996, -1.1459], [-0.0518, -1.1749, -1.6430], [3.1696, 0.7474, 0.7846], [-1.4019, 0.7966, -0.0466], [0.0033, 2.3186, -0.6145]], "homo_lumo_gap_ev": 9.966, "lumo_ev": -0.6233, "e_homo_ev": -10.59, "total_charge": 0, "relative_energy_ev": 5.8305}